Record 1
{"formula": "C4H7N2", "method": "wB97M-V/def2-TZVPD", "homo_energy_ev": -14.8, "de_lowest_kj_mol": 509.25, "total_charge": 1, "e_lumo_ev": -6.1918, "spin_multiplicity": 1, "elements": ["N", "N", "C", "C", "C", "C", "H", "H", "H", "H", "H", "H", "H"], "coordinates": [[2.199, 0.366, 0.369], [0.259, -0.652, -0.583], [1.188, -0.113, -0.136], [-2.269, -0.115, 0.892], [-2.429, -0.370, -0.451], [3.370, 0.638, -0.030], [4.144, 0.856, 0.740], [-2.390, 0.827, 1.462], [-2.674, 0.312, -1.170], [-2.370, -1.266, -0.991], [3.753, 1.016, -1.057], [-0.836, -0.498, -0.486], [-1.944, -0.999, 1.441]], "forces_ev_per_a": [[3.149, 0.333, 1.608], [0.004, 0.723, 0.245], [-2.817, -1.327, -2.255], [-0.124, -1.353, -1.856], [-0.218, 1.034, 3.135], [2.064, 2.644, -0.453], [-0.671, -0.478, -0.278], [0.058, -0.564, -0.920], [-0.886, 2.589, -1.243], [0.256, -2.058, 0.364], [-1.250, -1.458, 1.080], [0.615, -0.425, 0.143], [-0.180, 0.339, 0.429]]}

=====

Record 2
{"formula": "C2H5N3O", "method": "wB97M-V/def2-TZVPD", "homo_energy_ev": -8.5, "smiles": "C=NN/C=N/O", "de_lowest_kj_mol": 463.82, "e_lumo_ev": 0.9372, "spin_multiplicity": 1, "elements": ["O", "N", "N", "N", "C", "C", "H", "H", "H", "H", "H"], "coordinates": [[-2.475, -0.242, 0.038], [-1.148, -0.380, -0.032], [1.915, 0.148, 0.178], [0.843, 0.975, -0.101], [-0.477, 0.691, -0.086], [1.772, -1.112, -0.055], [-2.836, -1.173, 0.391], [2.724, -1.635, 0.075], [-0.978, 1.677, -0.029], [1.096, 1.992, 0.217], [0.750, -1.601, -0.427]], "forces_ev_per_a": [[-3.365, -2.075, 1.255], [3.404, -1.683, -0.126], [-0.776, -0.967, -0.875], [2.636, 2.029, 1.211], [-2.459, 2.098, 0.610], [-1.379, 0.279, -0.459], [1.426, 3.127, -1.324], [-0.667, -0.369, 0.023], [-0.414, -0.550, -0.213], [-0.924, -2.920, -0.977], [2.519, 1.029, 0.873]]}

=====

Record 3
{"formula": "C4H6O2", "method": "wB97M-V/def2-TZVPD", "homo_energy_ev": -10.1, "smiles": "O=C/C=C/CO", "de_lowest_kj_mol": 159.89, "e_lumo_ev": -0.1532, "spin_multiplicity": 1, "elements": ["O", "O", "C", "C", "C", "C", "H", "H", "H", "H", "H", "H"], "coordinates": [[1.487, -1.561, -0.116], [-1.382, 2.357, 0.908], [-0.656, 0.116, 0.559], [0.078, 0.326, -0.537], [0.841, -0.830, -1.141], [-1.395, 1.194, 1.247], [-0.724, -0.890, 0.970], [1.564, -0.506, -1.902], [1.871, -0.885, 0.458], [0.160, 1.333, -0.945], [0.141, -1.519, -1.629], [-1.986, 0.865, 2.128]], "forces_ev_per_a": [[0.234, 0.055, 0.111], [-0.021, -0.413, 0.152], [0.096, 0.012, -0.210], [-0.152, -0.068, 0.161], [-0.148, 0.146, -0.271], [-0.015, 0.345, -0.075], [-0.021, 0.165, 0.017], [-0.145, 0.102, 0.121], [0.104, -0.367, 0.076], [-0.089, -0.208, -0.032], [0.129, 0.103, 0.040], [0.029, 0.128, -0.091]]}